Entry from the Open Molecules 2025 dataset: a 2-piece molecular cluster, C16H20Cl3F3NO2 overall (wB97M-V/def2-TZVPD).

XYZ file:
```
45
Properties=species:S:1:pos:R:3
C -3.0743 0.4750 -1.3471
C -2.5171 0.1632 -2.8017
C -1.6486 -1.1639 -2.8878
C -0.0645 -0.8826 -2.8698
C 0.1858 -0.0239 -1.5716
C 0.2472 1.4718 -1.6795
C 0.4761 2.2774 -0.4780
N 0.5941 1.6471 0.7507
C 0.5385 0.2819 0.9098
C 0.6708 -0.3352 2.3599
C -0.8239 -0.6801 2.7944
O -1.1135 -1.7216 3.3051
O -1.7505 0.3264 2.4806
C 0.3515 -0.6396 -0.2352
C 0.3386 -2.2038 0.0060
C 1.8641 -2.6322 0.2294
C 2.0441 -3.8377 1.1881
F 2.2678 -5.0811 0.5828
C 2.0400 -3.8044 2.5649
F 2.9475 -3.0430 3.2709
F 1.1898 -4.5326 3.3533
H -4.1606 0.7342 -1.4402
H -2.5628 1.3572 -0.8538
H -2.9784 -0.3834 -0.6285
H -3.4244 0.0488 -3.4668
H -1.9711 1.0772 -3.1851
H -1.8448 -1.7487 -1.9387
H -1.9579 -1.7450 -3.8018
H 0.5013 -1.8520 -2.8140
H 0.2314 -0.3117 -3.7872
H 0.1264 1.9278 -2.6973
H 0.5278 3.3897 -0.6074
H 0.7274 2.2357 1.5847
H 1.0148 0.4771 3.0643
H 1.3287 -1.2361 2.3869
H -2.4880 -0.0527 1.9632
H -0.0492 -2.7602 -0.8864
H -0.3014 -2.4507 0.9054
H 2.2760 -2.9504 -0.7744
H 2.4050 -1.7240 0.6305
C 1.6174 6.0441 1.3697
Cl 0.6121 7.1454 0.4287
Cl 0.6292 4.7523 2.0764
Cl 2.9022 5.3603 0.3669
H 2.0754 6.6041 2.1797
```

Output
HOMO-LUMO gap in eV: 7.336
LUMO level in eV: -4.20
Total charge: +1

Here is what Mulliken gives for the atomic charges, in e:
1. C -0.68
2. C -0.45
3. C -0.55
4. C -1.11
5. C 0.50
6. C -0.58
7. C -0.38
8. N 0.33
9. C 0.47
10. C -0.40
11. C 0.48
12. O -0.46
13. O -0.46
14. C 0.47
15. C -1.29
16. C -0.60
17. C 0.17
18. F -0.28
19. C 0.30
20. F -0.22
21. F -0.21
22. H 0.37
23. H 0.13
24. H 0.08
25. H 0.42
26. H 0.25
27. H 0.26
28. H 0.39
29. H 0.33
30. H 0.43
31. H 0.42
32. H 0.24
33. H 0.24
34. H 0.50
35. H -0.26
36. H 0.34
37. H 0.49
38. H 0.36
39. H 0.37
40. H 0.52
41. C -0.03
42. Cl -0.09
43. Cl -0.14
44. Cl -0.10
45. H 0.37

Entry from the Open Molecules 2025 dataset: a 4-piece molecular cluster, C16H20F12O8 overall (wB97M-V/def2-TZVPD).

XYZ file:
```
56
Properties=species:S:1:pos:R:3
C 6.0461 6.5841 1.7618
C 6.5777 5.3367 1.0785
O 5.6797 4.8592 0.0731
C 4.6217 4.1823 0.4754
O 4.3996 3.8064 1.5862
C 3.6247 3.9286 -0.6710
F 2.4250 4.4450 -0.3642
F 4.0104 4.4744 -1.8205
F 3.4657 2.6132 -0.8379
H 5.0932 6.3633 2.2471
H 5.8857 7.3941 1.0503
H 6.7213 6.9159 2.5486
H 6.7071 4.5679 1.8421
H 7.5238 5.5448 0.5891
C -0.1896 -7.6075 -2.3544
C 0.6867 -6.8235 -1.4037
O 1.0926 -5.6396 -2.1151
C 1.0398 -4.4725 -1.4927
O 0.8071 -4.2956 -0.3366
C 1.4308 -3.3296 -2.4539
F 2.5362 -2.7434 -1.9943
F 1.6222 -3.7424 -3.7025
F 0.4614 -2.4060 -2.4802
H -1.0886 -7.0557 -2.6208
H -0.4994 -8.5746 -1.9589
H 0.3885 -7.7985 -3.2610
H 1.5697 -7.3770 -1.0987
H 0.1019 -6.5172 -0.5373
C 0.2446 0.7499 -1.3041
C -0.2082 1.8248 -0.3172
O -1.5123 2.3602 -0.6457
C -1.7040 3.0310 -1.7503
O -1.0277 3.0065 -2.7385
C -2.9710 3.9073 -1.7306
F -3.8190 3.5056 -0.7727
F -2.6544 5.1785 -1.5495
F -3.6294 3.8077 -2.8933
H 0.9013 1.1382 -2.0685
H -0.5701 0.1083 -1.6448
H 0.7495 -0.0168 -0.6974
H 0.5307 2.6254 -0.3596
H -0.3233 1.4529 0.6920
C -6.3012 -2.9362 3.1484
C -5.5844 -1.8112 3.8373
O -4.7377 -1.0467 2.9492
C -3.7785 -1.6514 2.2820
O -3.4033 -2.7774 2.4341
C -3.1746 -0.7541 1.1804
F -3.1017 -1.4932 0.0580
F -3.8737 0.3359 0.9427
F -1.9271 -0.3926 1.4960
H -7.0025 -2.5476 2.3995
H -6.9524 -3.4893 3.8237
H -5.6268 -3.5861 2.5995
H -5.0099 -2.1237 4.7098
H -6.2744 -1.0386 4.1715
```

Output
HOMO-LUMO gap in eV: 11.490
LUMO level in eV: 0.75
Total charge: 0
SMILES string: CCOC(=O)C(F)(F)F.CCOC(=O)C(F)(F)F.CCOC(=O)C(F)(F)F.CCOC(=O)C(F)(F)F
Relative energy (zero: lowest compared OMol25 entry of this formula, charge and spin) in kJ/mol: 71.82

Here is what Mulliken gives for the atomic charges, in e:
1. C -1.12
2. C -0.19
3. O -0.29
4. C 0.30
5. O -0.52
6. C 0.99
7. F -0.26
8. F -0.27
9. F -0.25
10. H 0.32
11. H 0.31
12. H 0.37
13. H 0.31
14. H 0.31
15. C -1.14
16. C -0.22
17. O -0.25
18. C 0.41
19. O -0.54
20. C 0.88
21. F -0.25
22. F -0.25
23. F -0.24
24. H 0.31
25. H 0.38
26. H 0.29
27. H 0.29
28. H 0.32
29. C -1.20
30. C -0.06
31. O -0.31
32. C 0.41
33. O -0.50
34. C 0.83
35. F -0.23
36. F -0.25
37. F -0.27
38. H 0.41
39. H 0.38
40. H 0.41
41. H -0.01
42. H 0.36
43. C -1.09
44. C -0.20
45. O -0.28
46. C 0.26
47. O -0.54
48. C 1.05
49. F -0.27
50. F -0.28
51. F -0.25
52. H 0.31
53. H 0.37
54. H 0.33
55. H 0.31
56. H 0.28

Entry from the Open Molecules 2025 dataset: C16H20F3LuO as an isolated structure (wB97M-V/def2-TZVPD).

XYZ file:
```
41
Properties=species:S:1:pos:R:3
Lu 0.1927 -0.1348 1.3193
C 0.8874 -1.7882 2.9459
C -0.5189 -1.7903 2.9679
C -0.9773 -2.2392 1.7183
H -1.1349 -1.4502 3.7792
C 0.1449 -2.5227 0.9190
C 1.2987 -2.2485 1.6762
H 2.3145 -2.3710 1.3449
H 1.5285 -1.4734 3.7510
H -2.0040 -2.2702 1.4003
H 0.1248 -2.8378 -0.1098
C 1.6909 1.6226 2.0619
C 2.4919 0.5286 1.7238
C 2.3276 0.2786 0.3394
H 3.0943 -0.0486 2.4026
C 1.4722 1.2704 -0.1784
C 1.0577 2.0839 0.8811
H 0.3428 2.8852 0.8329
H 1.5381 2.0195 3.0495
H 2.7938 -0.5077 -0.2285
H 1.1267 1.3221 -1.1966
O -0.9414 -0.1587 -0.1268
C -0.5636 0.1556 -3.0891
C -1.8207 0.3556 -2.3199
C -0.0930 -1.2214 -3.3680
C 0.0591 1.3099 -3.7808
C -1.5955 0.8234 -0.8779
H -2.4046 -0.5678 -2.2771
H -2.4507 1.1084 -2.8036
H -1.0488 1.7712 -0.8790
H -2.5594 1.0191 -0.3951
H -0.5919 -1.6604 -4.2453
H -0.3027 -1.8845 -2.5298
H 0.9779 -1.2562 -3.5750
H -0.3843 1.4868 -4.7726
H 1.1276 1.1642 -3.9469
H -0.0707 2.2389 -3.2225
F -2.6987 0.3344 2.5313
C -1.5315 1.0740 2.5245
F -1.7842 2.2936 1.9285
F -1.1172 1.2843 3.8256
```

Output
HOMO-LUMO gap (spin up / spin down) in eV: 2.758 / 2.757
LUMO level (spin up / spin down) in eV: 5.19 / 5.19
Total charge: -2

Here is what Mulliken gives for the atomic charges, in e:
1. Lu 1.46
2. C -0.79
3. C -0.51
4. C -0.61
5. H 0.56
6. C -0.29
7. C -0.67
8. H 0.62
9. H 0.46
10. H 0.41
11. H 0.32
12. C -0.44
13. C -0.64
14. C -0.99
15. H 0.64
16. C 0.30
17. C -0.89
18. H 0.41
19. H 0.37
20. H 0.49
21. H 0.28
22. O 0.37
23. C 1.07
24. C -1.85
25. C -1.70
26. C -2.19
27. C -0.64
28. H 0.12
29. H 0.49
30. H 0.27
31. H 0.30
32. H 0.53
33. H 0.16
34. H 0.22
35. H 0.87
36. H 0.18
37. H 0.23
38. F -0.26
39. C -0.10
40. F -0.25
41. F -0.29

Entry from the Open Molecules 2025 dataset: an isolated ion of composition C16H20F3O3S and charge -1 (wB97M-V/def2-TZVPD).

XYZ file:
```
43
Properties=species:S:1:pos:R:3
C -1.9370 -0.1026 2.4176
C -0.5248 -0.5512 2.0347
C -0.4117 -2.0764 2.2585
C -0.7309 -2.5318 3.6657
O -0.0728 -2.8283 1.3689
C 0.6076 -0.0229 2.9653
C 0.3090 1.2217 3.7483
O 1.6481 -0.6554 3.0393
H -2.0594 0.9671 2.2087
H -2.6435 -0.6647 1.7919
H -2.1769 -0.2780 3.4668
H 0.1976 -2.6466 4.2438
H -1.3901 -1.8447 4.2201
H -1.2231 -3.5148 3.6169
H -0.0265 2.0333 3.0935
H -0.4919 1.0380 4.4843
H 1.2116 1.5409 4.2754
C -0.6285 0.3103 -4.3083
C 0.1484 1.0040 -3.2000
C 0.5869 2.4054 -3.6179
C -0.6235 1.0043 -1.9048
C -0.2705 1.8691 -0.8251
C -0.0461 1.3070 0.3989
C -0.2579 -0.1614 0.6015
C -1.2654 -0.7027 -0.3559
C -1.4396 -0.1118 -1.5697
O 1.3757 0.2350 -3.0225
S 1.6235 -0.4495 -1.3485
C 3.1025 -1.3754 -1.7196
F 2.9763 -2.0849 -2.8701
F 4.1897 -0.5644 -1.8230
F 3.3045 -2.2514 -0.6814
H -1.6304 0.7472 -4.4288
H -0.0714 0.4130 -5.2389
H -0.7013 -0.7550 -4.0822
H -0.2740 3.0934 -3.6050
H 1.3617 2.7753 -2.9368
H 1.0020 2.3716 -4.6279
H -0.1120 2.9437 -0.9878
H 0.4741 1.8427 1.2025
H 0.7133 -0.7148 0.4389
H -1.7162 -1.6629 -0.0805
H -2.1070 -0.5712 -2.3067
```

Output
HOMO-LUMO gap in eV: 4.808
LUMO level in eV: 2.96
Total charge: -1
Relative energy (zero: lowest compared OMol25 entry of this formula, charge and spin) in kJ/mol: 168.29

Here is what Mulliken gives for the atomic charges, in e:
1. C -2.17
2. C 1.35
3. C 0.66
4. C -1.44
5. O -0.55
6. C 0.42
7. C -1.52
8. O -0.62
9. H 0.45
10. H 0.43
11. H 0.59
12. H 0.31
13. H 0.30
14. H 0.39
15. H 0.38
16. H 0.27
17. H 0.42
18. C -1.98
19. C 2.75
20. C -1.90
21. C -1.95
22. C -0.84
23. C -0.09
24. C 1.54
25. C 0.02
26. C -1.00
27. O -0.64
28. S 0.65
29. C 0.63
30. F -0.23
31. F -0.23
32. F -0.24
33. H 0.33
34. H 0.44
35. H 0.42
36. H 0.33
37. H 0.37
38. H 0.43
39. H 0.34
40. H 0.17
41. H -0.74
42. H 0.39
43. H 0.37

Going through the records in order, we get M values of 421.69, 568.30, 460.30, 349.39 g mol⁻¹.